#A
A single C11H13N molecule, computed with ωB97M-V with the def2-TZVPD basis set.

Calculated values
HOMO-LUMO gap (spin up / spin down): 7.33 / 6.92 eV
LUMO level (spin up / spin down): -0.223 / -0.973 eV

```
! RIJCOSX wB97M-V def2-TZVPD def2/J DEFGRID3
* xyz 0 1
C -3.185 1.618 -0.051
C -1.915 2.113 -0.223
C -3.393 0.293 0.163
C 1.406 -0.061 -0.497
C -1.110 -0.003 0.459
C -2.273 -0.610 0.055
C -0.758 1.355 0.242
C 1.514 1.249 -0.022
C -2.463 -2.021 -0.222
C 2.376 -1.209 -0.321
C 2.758 2.023 0.430
N 0.406 1.952 0.166
H -3.905 2.446 0.067
H -1.686 3.160 -0.389
H -4.290 -0.273 0.020
H 0.525 -0.506 -0.890
H -2.940 -2.242 -1.131
H -3.210 -2.552 0.483
H -1.565 -2.541 -0.128
H 2.273 -2.000 -1.090
H 2.174 -1.761 0.609
H 3.406 -0.780 -0.226
H 3.023 2.728 -0.348
H 3.616 1.435 0.685
H 2.489 2.595 1.299
*
```

natural (NBO) atomic charge list, values in e, 6 entries: C -0.225; C -0.202; C -0.236; C -0.135; C 0.128; C -0.114

=====

#B
A single C11H13N molecule, computed with ωB97M-V with the def2-TZVPD basis set.

Calculated values
HOMO-LUMO gap: 9.41 eV
SMILES string: c1ccc2c(c1)[C@@H]1CC[C@H]2NC1
LUMO level: 0.901 eV

```
! RIJCOSX wB97M-V def2-TZVPD def2/J DEFGRID3
* xyz 0 1
C -1.758 -0.210 -0.845
C -1.988 -0.374 0.711
C -0.575 -0.649 1.307
C -0.079 -2.060 -0.689
C -0.399 -0.742 -1.218
C 0.374 0.362 -0.671
C 1.199 1.362 -1.218
C 1.964 2.176 -0.589
C 2.069 2.088 0.777
C 1.225 1.217 1.500
C 0.456 0.335 0.787
H -2.669 -0.617 -1.437
H -1.694 0.930 -0.938
H -2.643 -1.192 0.846
H -2.580 0.500 1.143
H -0.823 -0.637 2.408
H 0.666 -2.216 1.379
H 0.899 -2.542 -0.867
H -0.803 -2.776 -1.353
H -0.511 -0.789 -2.300
H 1.169 1.546 -2.280
H 2.623 2.795 -1.256
H 2.935 2.572 1.407
H 1.185 0.981 2.598
N -0.244 -2.063 0.799
*
```

natural (NBO) atomic charge list, values in e, 6 entries: C -0.378; C -0.406; C -0.087; C -0.207; C -0.324; C 0.033

=====

Most stable to least stable, the ends of the list are #B and #A.

=====

#A
A single C4H4N4O4 molecule, computed with ωB97M-V with the def2-TZVPD basis set.

Calculated values
HOMO-LUMO gap: 9.74 eV
SMILES string: N#CC/N=C(/OC(N)=O)[N+](=O)[O-]
LUMO level: -0.755 eV

```
! RIJCOSX wB97M-V def2-TZVPD def2/J DEFGRID3
* xyz 0 1
C -3.471 1.159 -0.592
C -2.441 1.242 0.406
C 1.468 -0.575 -0.151
C -0.902 -0.606 0.066
N -4.163 1.182 -1.512
N -1.198 0.589 0.060
N 2.433 -1.316 -0.767
N -1.906 -1.742 0.473
O 1.521 0.496 0.299
O -1.413 -2.861 0.491
O -3.019 -1.465 0.912
O 0.221 -1.243 -0.142
H -2.737 0.880 1.313
H -2.346 2.237 0.664
H 3.287 -0.848 -1.116
H 2.544 -2.255 -0.429
*
```

natural (NBO) atomic charge list, values in e, 6 entries: C 0.271; C -0.335; C 0.894; C 0.648; N -0.289; N -0.399

=====

#B
A single C4H4N4O4 molecule, computed with ωB97M-V with the def2-TZVPD basis set.

Calculated values
HOMO-LUMO gap: 10.05 eV
SMILES string: Cc1[nH]nc([N+](=O)[O-])c1[N+](=O)[O-]
LUMO level: -0.621 eV

```
! RIJCOSX wB97M-V def2-TZVPD def2/J DEFGRID3
* xyz 0 1
C 0.087 -0.404 -0.340
C -0.177 0.912 -0.218
C 0.303 -0.691 1.222
C -0.701 1.799 -1.271
N 0.189 0.385 1.918
N -0.149 1.274 1.030
N 0.351 -1.344 -1.316
N 0.801 -1.930 1.837
O 0.550 -0.830 -2.425
O 0.324 -2.507 -1.098
O 0.101 -2.452 2.636
O 1.820 -2.393 1.370
H -0.568 2.887 -1.119
H -0.502 1.519 -2.250
H -1.746 1.662 -1.165
H -0.682 2.112 1.188
*
```

natural (NBO) atomic charge list, values in e, 6 entries: C -0.060; C 0.223; C 0.252; C -0.656; N -0.217; N -0.311

=====

Most stable to least stable, the ends of the list are #A and #B.